[1]
The following is a DFT calculation (wB97M-V/def2-TZVPD) of a molecular structure, C5H12NO in a non-equilibrium geometry.

Geometry as XYZ:
```
19
Properties=species:S:1:pos:R:3
O -0.74947 2.85726 -0.55964
N 0.15501 -3.08579 1.54222
C -1.31381 1.89786 -1.28083
C 1.32163 0.67583 0.09054
C 0.36465 -0.09032 -0.93872
C -1.05491 0.41819 -0.88496
C 0.54619 -2.17734 2.45263
H 0.42629 -1.12797 -0.66951
H -2.54947 1.90481 -1.25461
H 1.69649 -2.21368 2.51891
H -1.53833 -0.21298 -1.71498
H -0.02733 -1.68196 3.24641
H -1.59460 0.07471 0.05561
H 1.06072 0.59467 1.14201
H 1.04744 1.65943 -0.19249
H 0.30743 -1.87091 0.95316
H 0.65272 0.16359 -1.99776
H -1.09573 1.90025 -2.43694
H 2.34509 0.31436 -0.07103
```

* orbital gap: 5.5 eV
* relative energy (zero: lowest compared OMol25 entry of this formula, charge and spin): 5.640 eV
* total charge: -1
* spin multiplicity: 1
* E: -327.48879 a.u.

---

[2]
The following is a DFT calculation (wB97M-V/def2-TZVPD) of a gas-phase ion, C5H12NO (charge -1) in a non-equilibrium geometry.

Geometry as XYZ:
```
19
Properties=species:S:1:pos:R:3
O 2.03419 0.38195 1.57941
N -1.19060 -0.97742 -0.54938
C -0.94651 -2.19719 0.21133
C 0.13018 0.91712 -1.50635
C -0.21660 0.79619 0.91996
C 1.21189 1.46378 1.26640
C 0.03122 -0.07928 -0.32991
H -1.03850 1.50756 0.70700
H 0.94322 -0.66660 -0.28317
H -1.20905 -1.01601 -1.56214
H 0.07359 -2.54290 -0.01310
H -0.96178 -2.11462 1.30034
H 1.07372 2.27799 2.00124
H 1.64540 1.80447 0.31669
H -1.59594 -3.01928 -0.11988
H -0.38743 0.02365 1.69395
H 1.15602 1.03637 -1.88720
H -0.42182 0.52810 -2.43105
H -0.33121 1.87611 -1.31416
```

* orbital gap: 6.0 eV
* relative energy (zero: lowest compared OMol25 entry of this formula, charge and spin): 1.555 eV
* structure (SMILES): CN[C@@H](C)CC[O-]
* total charge: -1
* spin multiplicity: 1
* E: -327.63889 a.u.

---

[3]
The following is a DFT calculation (wB97M-V/def2-TZVPD) of a gas-phase ion, C5H12NO (charge -1) in a non-equilibrium geometry.

Geometry as XYZ:
```
19
Properties=species:S:1:pos:R:3
O 1.77077 -1.41786 0.92869
N -0.39822 -0.11630 -0.66361
C 2.11799 -0.63102 -0.09676
C -1.84373 1.38047 0.72888
C -0.42372 1.03245 0.23077
C -0.78649 -1.32686 0.08097
C 0.97243 -0.26088 -1.17613
H -0.67222 -1.17236 1.14339
H -1.83215 -1.51026 -0.16052
H 2.91677 -1.01168 -0.78055
H -2.32074 2.09164 0.04989
H -1.74879 1.76207 1.74545
H 2.39658 0.41380 0.25774
H 1.35027 0.66759 -1.60952
H 0.26288 0.93419 1.08185
H -0.15212 -2.16216 -0.16117
H -0.10966 1.89689 -0.38577
H -2.45881 0.48479 0.72239
H 0.95896 -1.05452 -1.93599
```

* orbital gap: 6.2 eV
* relative energy (zero: lowest compared OMol25 entry of this formula, charge and spin): 1.181 eV
* structure (SMILES): CCN(C)CC[O-]
* total charge: -1
* spin multiplicity: 1
* E: -327.65265 a.u.

---

[4]
The following is a DFT calculation (wB97M-V/def2-TZVPD) of a gas-phase ion, C5H12NO (charge -2) in a non-equilibrium geometry.

Geometry as XYZ:
```
19
Properties=species:S:1:pos:R:3
O 2.04387 1.08815 -1.11698
N -1.26616 0.31879 0.57211
C -0.39957 -0.59250 -1.55448
C -2.31855 -0.31568 1.36730
C 1.07371 -0.55955 0.47135
C 1.69232 0.88427 0.13716
C -0.40363 -0.73183 0.00638
H 0.33139 -1.21688 -2.07820
H -1.37968 -0.77937 -2.02497
H 0.86005 1.49066 0.63526
H -1.92895 -0.75231 2.29839
H -0.74119 -1.75931 0.18537
H -1.68965 0.90363 -0.13051
H 1.62294 -1.32313 -0.10466
H -2.99653 -1.04014 0.87218
H 1.14405 -0.78406 1.53775
H -0.07915 0.42904 -1.79534
H 2.46617 1.27114 0.91697
H -3.06743 0.43119 1.68320
```

* orbital gap (spin up / spin down): 2.9 / 6.3 eV
* relative energy (zero: lowest compared OMol25 entry of this formula, charge and spin): 0.949 eV
* ⟨S²⟩: 0.75
* total charge: -2
* spin multiplicity: 2
* E: -327.49925 a.u.

---

[5]
The following is a DFT calculation (wB97M-V/def2-TZVPD) of a gas-phase ion, C5H12NO (charge -2) in a non-equilibrium geometry.

Geometry as XYZ:
```
19
Properties=species:S:1:pos:R:3
O 1.78516 -0.50980 -2.75951
N 0.39902 1.01898 -1.49918
C 0.17068 -0.63274 0.34608
C -1.06110 -0.28197 2.53119
C -1.08942 -0.02981 1.02597
C 0.99635 0.50816 -0.21595
C 0.56397 -0.01632 -2.61009
H -2.00534 0.17316 2.96037
H -0.24716 0.19349 3.09380
H 0.16774 0.54132 -3.52134
H 0.71754 -1.30452 1.11084
H 0.94657 1.80992 -1.80920
H -1.06425 1.03545 0.83089
H -1.96267 -0.59849 0.70798
H 1.08825 1.36305 0.42817
H -0.01473 -1.28482 -0.50821
H 1.94639 0.11557 -0.57442
H -1.10270 -1.34975 2.83022
H -0.23430 -0.75090 -2.36761
```

* orbital gap (spin up / spin down): 2.9 / 7.1 eV
* relative energy (zero: lowest compared OMol25 entry of this formula, charge and spin): 0.356 eV
* ⟨S²⟩: 0.75
* total charge: -2
* spin multiplicity: 2
* E: -327.52102 a.u.

---

[6]
The following is a DFT calculation (wB97M-V/def2-TZVPD) of a gas-phase ion, C5H12NO (charge +1) in a non-equilibrium geometry.

Geometry as XYZ:
```
19
Properties=species:S:1:pos:R:3
O -2.87920 0.09496 1.25057
N -0.65977 0.92549 -1.27726
C 1.00282 -1.60058 -0.36191
C 1.31639 0.59323 0.80526
C 0.33916 -0.51327 0.46962
C -1.85899 0.58961 0.88836
C -0.98008 -0.05740 -0.16809
H 0.32134 -2.42808 -0.54617
H -1.51134 -0.91401 -0.57758
H -0.41364 1.84392 -0.91179
H -1.45111 1.03014 -1.91655
H 1.92621 -1.99642 0.03796
H -1.46406 1.52275 1.34540
H 1.22287 -1.25098 -1.37655
H 2.09109 0.14841 1.43262
H 1.00885 1.44248 1.41838
H -0.00164 -0.99724 1.35670
H 1.85473 0.99688 -0.05970
H 0.13638 0.57009 -1.80929
```

* orbital gap: 10.5 eV
* relative energy (zero: lowest compared OMol25 entry of this formula, charge and spin): 0.757 eV
* structure (SMILES): CC(C)[C@H]([NH3+])C=O
* total charge: +1
* spin multiplicity: 1
* E: -327.43176 a.u.

---

[7]
The following is a DFT calculation (wB97M-V/def2-TZVPD) of a gas-phase ion, C5H12NO (charge +1) in a non-equilibrium geometry.

Geometry as XYZ:
```
19
Properties=species:S:1:pos:R:3
O 2.52375 0.47961 0.34973
N -0.84019 -1.08912 0.30874
C -0.18481 1.09599 -0.12842
C 0.36630 -0.33993 -0.12721
C 1.56395 -0.44145 0.79985
C -1.97830 -0.51711 -0.60230
C -1.61027 0.93699 -0.77551
H 3.25336 0.33230 0.95246
H -1.02724 -0.84772 1.27825
H -1.99310 -1.17229 -1.46001
H 0.67281 -0.71044 -1.10688
H 1.24039 -0.22512 1.83020
H 0.35465 1.83833 -0.69765
H -2.85150 -0.63172 0.03969
H -0.75630 -2.10484 0.25580
H -2.30061 1.66515 -0.38387
H 1.89537 -1.49014 0.83177
H -1.39469 1.08834 -1.83185
H -0.19945 1.36821 0.92962
```

* orbital gap: 11.3 eV
* relative energy (zero: lowest compared OMol25 entry of this formula, charge and spin): 0.311 eV
* structure (SMILES): OC[C@@H]1CCC[NH2+]1
* total charge: +1
* spin multiplicity: 1
* E: -327.44815 a.u.

---

[8]
The following is a DFT calculation (wB97M-V/def2-TZVPD) of 2 unconnected molecules or ions with the total composition C5H12NO.

Geometry as XYZ:
```
19
Properties=species:S:1:pos:R:3
O 1.94507 -0.47757 -2.83680
N 0.97644 -0.84944 0.83019
C -1.40068 -0.60624 1.25151
C -2.66395 0.10771 1.61787
C -0.19913 -0.07221 1.28380
C 0.57123 1.03322 -1.66575
C 1.76476 0.64274 -2.10113
H 0.74720 -1.83578 0.70505
H -0.33809 0.48844 -1.89217
H 1.76477 -0.75097 1.46961
H -3.52355 -0.49455 1.34044
H 2.81941 -0.47339 -3.25435
H -2.73929 1.07227 1.12417
H -2.72003 0.26407 2.69415
H 1.24234 -0.47298 -0.11231
H 0.50162 1.92544 -1.05885
H 0.06486 0.94468 1.53214
H -1.47932 -1.63828 0.92054
H 2.66634 1.19285 -1.84812
```

* orbital gap: 10.0 eV
* relative energy (zero: lowest compared OMol25 entry of this formula, charge and spin): 1.369 eV
* total charge: +1
* spin multiplicity: 1
* E: -327.40927 a.u.

---

[9]
The following is a DFT calculation (wB97M-V/def2-TZVPD) of 2 unconnected molecules or ions with the total composition C5H12NO.

Geometry as XYZ:
```
19
Properties=species:S:1:pos:R:3
O 0.57135 1.38882 -0.71153
N -0.75199 -0.52015 1.76675
C 0.09235 0.43477 1.82495
C 1.84751 1.00211 -1.24461
C 1.74287 -0.09745 -2.28086
C -2.08957 -0.40961 1.29088
C -2.88492 -1.46385 1.26511
H 2.72589 -0.30799 -2.69546
H -0.17712 1.42040 1.46673
H 1.33932 -1.01589 -1.85596
H -2.36498 0.57214 0.93781
H -3.90272 -1.36804 0.91147
H 2.33152 1.87883 -1.67588
H -0.09042 1.23289 -1.39469
H 2.45316 0.67178 -0.40401
H 1.11207 0.21912 -3.11382
H -0.46881 -1.44506 2.07515
H 1.07375 0.24363 2.23277
H -2.55927 -2.43643 1.60518
```

* orbital gap: 9.1 eV
* relative energy (zero: lowest compared OMol25 entry of this formula, charge and spin): 1.571 eV
* total charge: +1
* spin multiplicity: 1
* E: -327.40183 a.u.

---

[10]
The following is a DFT calculation (wB97M-V/def2-TZVPD) of a molecular structure, C5H12NO in a non-equilibrium geometry.

Geometry as XYZ:
```
19
Properties=species:S:1:pos:R:3
O 1.29227 -1.40374 0.41782
N -0.03968 0.41479 -0.12344
C 1.13167 -0.14883 0.67411
C 0.19902 0.56244 -1.58900
C 0.07636 -2.17503 0.45433
C -1.01679 -0.63880 0.09912
C -0.46717 1.65820 0.45723
H -0.98723 1.62210 1.37606
H 1.01500 1.40740 -1.72968
H 0.79950 0.09252 1.66354
H 0.40199 2.21359 0.73248
H 2.07217 0.35856 0.57814
H -1.65582 -0.64871 -0.68450
H -1.61156 -0.45205 1.03499
H -1.11596 2.24631 -0.28341
H 0.65030 -0.40158 -1.97083
H -0.12476 -2.79074 -0.39687
H -0.70437 0.82320 -2.05183
H 0.08505 -2.73963 1.34173
```

* orbital gap: 12.4 eV
* relative energy (zero: lowest compared OMol25 entry of this formula, charge and spin): 2.887 eV
* total charge: +1
* spin multiplicity: 1
* E: -327.35348 a.u.

---

[11]
The following is a DFT calculation (wB97M-V/def2-TZVPD) of a gas-phase ion, C5H12NO (charge +1) in a non-equilibrium geometry.

Geometry as XYZ:
```
19
Properties=species:S:1:pos:R:3
O 2.15216 0.91574 0.77452
N -0.43616 -0.71324 -0.93792
C 1.42823 -0.08057 0.79123
C -0.48953 1.50596 0.22663
C -0.09382 -0.03104 0.41681
C 0.56892 -0.45232 -1.94192
C -0.82806 -0.54077 1.61782
H 1.55226 -0.75677 -1.52971
H 1.65227 -0.96880 1.44537
H 0.43233 -1.03680 -2.81267
H -0.39335 -1.43129 2.00114
H -0.99883 0.08302 2.44550
H -1.21449 -0.29690 -1.43354
H -0.57597 -1.68550 -0.82720
H 0.73920 0.62470 -2.22849
H -1.79166 -0.78019 1.09756
H -1.37140 1.84525 -0.15017
H -0.60430 1.75663 1.31935
H 0.27222 2.04288 -0.27431
```

* orbital gap: 10.5 eV
* relative energy (zero: lowest compared OMol25 entry of this formula, charge and spin): 2.176 eV
* structure (SMILES): C[NH2+]C(C)(C)C=O
* total charge: +1
* spin multiplicity: 1
* E: -327.37962 a.u.

---

[12]
The following is a DFT calculation (wB97M-V/def2-TZVPD) of 2 unconnected molecules or ions with the total composition C5H12NO2 in a non-equilibrium geometry.

Geometry as XYZ:
```
20
Properties=species:S:1:pos:R:3
O -1.39931 1.89948 -1.41804
O -3.07140 0.31166 2.45618
N 1.36368 -1.24480 -1.62631
C 1.70705 -2.42208 0.37842
C -0.27228 1.79475 -0.75481
C -0.18803 0.55424 0.26819
C 1.28098 0.06491 0.42141
C 1.57697 -1.23855 -0.24956
H 0.80915 -0.47350 -1.96882
H -4.03016 0.36128 2.31095
H 1.24593 -0.21806 1.48088
H -0.16898 2.72239 -0.13113
H -2.71318 0.99255 1.86526
H 1.87827 -3.44232 0.04220
H 1.86735 -2.59786 1.46617
H -0.64736 0.71487 1.24126
H 0.67523 1.69255 -1.37265
H 2.06704 0.72014 0.01317
H 1.07196 -2.10839 -2.03905
H -0.84508 -0.09663 -0.29974
```

* orbital gap: 6.2 eV
* relative energy (zero: lowest compared OMol25 entry of this formula, charge and spin): 3.944 eV
* total charge: -1
* spin multiplicity: 1
* E: -402.88450 a.u.